Here is C4H7NO in the gas phase in a non-equilibrium geometry from OMol25. Energies are from the ωB97M-V functional and the def2-TZVPD basis.

Computed properties:
molecular weight	85.11	g/mol
gap between HOMO and LUMO	10.27	eV
E_LUMO	0.78	eV
SMILES	O[C@H]1CN2C[C@@H]12
energy relative to the best compared isomer or geometry (same formula, charge and spin)	84.9	kcal per mole

ORCA input file:
```
! RIJCOSX wB97M-V def2-TZVPD def2/J DEFGRID3
* xyz 0 1
O -1.987 -0.817 0.605
C -1.037 -0.070 -0.103
C -0.224 1.204 0.308
N 0.781 0.819 -0.722
C 1.531 -0.236 -0.104
C 0.221 -0.723 -0.569
H -1.531 -1.467 1.152
H -1.568 0.294 -0.986
H 0.170 1.177 1.335
H -0.694 2.173 0.117
H 1.840 -0.164 0.934
H 2.317 -0.556 -0.790
H 0.182 -1.635 -1.176
*
```